No. 1
Computed, not measured: C13H34BrN2O5 as an isolated structure in a non-equilibrium geometry, with ωB97M-V/def2-TZVPD.

Computed properties:
- Relative energy (zero: lowest compared OMol25 entry of this formula, charge and spin): 301.1 kcal per mole
- Kohn-Sham gap: 5.30 eV
- Total charge: -1
- LUMO energy: 2.86 eV
- F_max: 17.2 eV/Å
- E_HOMO: -0.0897 Eh

```
55
Properties=species:S:1:pos:R:3:mulliken_charge:R:1
Br 0.074 -1.175 1.372 -0.84
O 1.087 3.430 1.979 -0.20
O 1.377 2.110 -3.348 -0.41
O -1.620 -3.172 2.017 -0.62
O 0.227 -3.592 -1.246 -0.22
O -2.856 1.349 2.826 -0.34
N 0.717 -0.121 -0.529 -0.08
N -0.335 1.151 1.408 -0.88
C 1.236 -1.460 -0.929 -1.27
C 2.103 1.441 -4.370 -0.74
C 0.743 1.621 0.494 -0.59
C -1.475 -4.236 1.123 -0.58
C 1.735 4.659 2.185 -0.94
C 1.834 2.489 1.277 -1.21
C 0.006 -4.559 -2.186 -0.93
C -3.593 0.787 3.894 -0.91
C -1.574 1.047 0.753 -0.39
C 0.346 0.717 -1.723 -0.82
C 1.510 1.635 -2.077 -0.67
C 0.358 -2.313 -1.824 -0.58
C -2.564 0.363 1.749 -0.45
H -3.004 0.125 4.529 0.34
H -0.189 -5.507 -1.686 0.27
H 1.607 2.498 -1.418 0.25
H 1.429 -2.015 -0.011 0.69
H 1.971 5.292 1.330 0.35
H -3.461 0.048 1.216 0.35
H -0.476 -4.660 1.218 0.25
H -3.812 1.542 4.649 0.31
H -2.231 -4.981 1.371 0.35
H -0.788 -4.382 -2.912 0.36
H -1.544 0.494 -0.186 0.32
H 2.695 4.655 2.702 0.34
H -0.060 0.156 -2.564 0.57
H -0.051 -0.281 0.106 0.33
H 0.449 2.354 -0.257 0.95
H 2.206 1.832 2.063 0.33
H 2.604 2.848 0.594 0.30
H -0.594 -1.784 -1.824 0.20
H -4.486 0.186 3.720 0.32
H 0.988 -4.758 -2.614 0.36
H 0.699 -2.325 -2.859 0.47
H 1.160 5.397 2.745 0.28
H 2.011 0.355 -4.350 0.26
H 3.187 1.532 -4.310 0.30
H 2.513 1.265 -1.868 0.49
H 1.273 0.750 0.107 0.65
H -1.629 -3.999 0.070 0.13
H -1.176 -2.409 1.639 0.14
H 1.797 1.794 -5.355 0.29
H 2.190 -1.226 -1.401 0.32
H -0.054 0.191 1.545 1.01
H -2.110 -0.494 2.248 0.12
H -1.899 2.035 0.427 0.41
H -0.550 1.299 -1.506 0.27
```

---

No. 2
Computed, not measured: a 3-piece molecular cluster, C13H34N3O6S2 overall, with ωB97M-V/def2-TZVPD.

Computed properties:
- Relative energy (zero: lowest compared OMol25 entry of this formula, charge and spin): 0.0 kcal per mole
- Kohn-Sham gap: 9.23 eV
- Total charge: +1
- LUMO energy: -2.96 eV
- F_max: 0.2 eV/Å
- E_HOMO: -0.4479 Eh

```
58
Properties=species:S:1:pos:R:3:mulliken_charge:R:1
S -0.258 2.759 2.292 1.27
S -3.446 -1.503 0.565 1.26
O 1.086 3.238 2.133 -0.69
O -0.917 2.221 1.136 -0.56
O -3.023 -3.032 0.532 -0.30
O -3.595 -1.015 -0.771 -0.61
O -1.144 3.859 2.969 -0.26
O -4.511 -1.336 1.503 -0.68
N 2.486 0.043 -2.690 -0.35
N 3.598 -1.450 -0.565 -0.09
N 3.590 1.479 0.168 -0.39
C -1.950 -0.868 1.232 -0.33
C -0.317 1.577 3.594 -0.99
C -1.153 5.202 2.387 -0.36
C 0.296 -0.984 -1.838 -0.26
C 4.418 -0.964 -1.727 -0.67
C -4.601 -4.081 -1.057 -0.96
C -4.092 -4.010 0.364 -0.41
C 2.337 -0.639 -0.278 -0.44
C 0.257 -1.804 -3.128 -1.56
C 1.591 -0.154 -1.553 0.11
C 2.680 0.483 0.706 -0.53
C 3.499 -0.958 -2.926 -0.59
C -1.987 5.284 1.131 -0.95
H 4.157 -1.476 0.288 0.41
H -3.780 -4.258 -1.752 0.24
H -5.105 -3.163 -1.351 0.30
H -0.544 -0.285 -1.868 0.32
H -1.550 4.709 0.316 0.27
H -1.569 5.813 3.183 0.28
H 4.073 -0.697 -3.816 0.50
H 1.721 0.930 0.966 -0.31
H 1.077 -2.520 -3.211 0.26
H -5.309 -4.906 -1.137 0.40
H 1.679 -1.336 0.248 0.50
H 0.177 1.994 4.467 0.39
H -1.812 -1.274 2.232 0.48
H -4.886 -3.773 1.072 0.39
H 4.743 0.046 -1.488 0.34
H 4.384 1.635 0.772 0.25
H 1.256 0.851 -1.274 0.43
H 3.331 -2.416 -0.765 0.41
H 1.969 0.275 -3.524 0.35
H -3.631 -4.946 0.670 0.27
H -1.137 -1.154 0.570 -0.26
H -0.120 5.509 2.223 0.34
H -0.670 -2.379 -3.151 0.42
H 3.138 2.371 0.023 0.22
H -2.052 6.327 0.821 0.39
H -2.994 4.911 1.312 0.27
H -1.357 1.342 3.806 0.38
H 0.209 0.692 3.241 0.26
H 3.108 -1.979 -3.079 0.15
H 3.090 0.047 1.627 0.59
H -2.046 0.216 1.257 0.19
H 0.250 -1.172 -4.018 0.38
H 0.088 -1.652 -0.995 0.09
H 5.272 -1.631 -1.844 0.45
```

---

No. 3
Computed, not measured: C13H34NO10PS as an isolated structure in a non-equilibrium geometry, with ωB97M-V/def2-TZVPD.

Computed properties:
- Kohn-Sham gap: 9.41 eV
- LUMO energy: 0.33 eV
- F_max: 1.7 eV/Å
- E_HOMO: -0.3337 Eh

```
60
Properties=species:S:1:pos:R:3:mulliken_charge:R:1
S -2.068 1.348 -0.675 0.58
P -0.387 3.548 -0.086 0.23
O -0.011 -0.537 4.596 -0.32
O -1.193 2.587 -1.263 -0.10
O -1.543 1.063 0.624 -0.41
O -0.938 -3.026 -3.968 -0.18
O 2.778 0.752 4.362 -0.46
O 2.524 -0.876 6.971 -0.27
O -3.577 1.980 -0.393 -0.21
O -0.038 4.856 -0.995 -0.54
O -1.816 0.182 -4.931 -0.18
O -0.629 -1.923 -6.833 -0.47
N -3.650 3.289 0.127 -0.49
C -1.436 -4.265 -3.518 -0.81
C -1.268 0.044 4.328 -0.71
C 0.846 -0.475 3.469 -0.20
C -1.980 -1.606 -6.537 -0.38
C 3.089 0.408 6.776 -0.58
C 0.285 -1.955 -5.749 -0.32
C 2.297 -0.498 3.887 -0.45
C 1.236 2.733 -0.056 -0.78
C -1.484 1.543 -4.783 -0.66
C -2.219 -0.143 -6.250 -0.61
C 3.426 -1.775 7.572 -0.77
C 0.150 -3.172 -4.864 -0.60
C 2.380 1.147 5.665 -0.38
H 2.487 -1.297 4.606 0.19
H 0.236 -1.038 -5.159 0.12
H -1.669 0.462 -6.980 0.36
H -3.293 0.071 -6.349 0.40
H 2.665 2.199 5.739 0.40
H -2.368 -2.231 -5.730 0.17
H 2.025 3.467 -0.128 0.36
H 1.308 1.998 -0.847 0.27
H 0.011 -4.060 -5.492 0.36
H -2.976 3.398 0.874 0.31
H -1.869 -0.020 5.233 0.28
H -0.674 -4.821 -2.959 0.32
H 4.154 0.324 6.528 0.35
H 1.287 2.247 0.908 0.14
H -0.688 5.527 -0.714 0.33
H -0.659 1.820 -5.450 0.34
H -1.156 1.099 4.052 0.30
H -3.486 3.943 -0.626 0.29
H 3.720 -1.435 8.572 0.32
H 1.072 -3.294 -4.278 0.39
H 0.652 0.437 2.892 0.02
H -2.278 -4.061 -2.860 0.23
H -1.781 -0.486 3.519 0.28
H 1.272 -1.999 -6.216 0.39
H 2.892 -0.706 2.995 0.43
H 4.322 -1.905 6.954 0.33
H -2.532 -1.857 -7.445 0.40
H -2.349 2.184 -4.987 0.35
H 2.987 0.980 7.709 0.41
H 2.922 -2.736 7.661 0.23
H 0.643 -1.346 2.830 0.42
H -1.787 -4.875 -4.359 0.33
H 1.297 1.086 5.786 0.17
H -1.166 1.695 -3.754 0.05
```